DFT (wB97M-V/def2-TZVPD) results for a molecular structure, C39H44AsClInN2O2P2 at a distorted geometry.

```
92
C39H44AsClInN2O2P2, DFT wB97M-V/def2-TZVPD
In 1.31766 0.72151 -0.55466
As 1.51563 -1.93481 0.44198
Cl 3.52675 1.09379 -1.49137
P 0.52645 3.15532 -1.42185
P 0.07045 0.27773 -2.87683
O -0.49217 1.13353 0.62281
O -1.30598 2.31357 2.31082
N 2.00729 1.76000 1.37411
N -2.72369 -0.44844 -0.85845
C -0.46903 -3.41240 -1.00882
C 0.02922 4.41396 -0.20184
C 3.30773 -3.35990 2.19195
C -0.88547 -4.32025 -1.99558
C 4.55820 -3.75271 2.66768
C -0.38335 1.87119 1.66203
C -3.39253 0.10960 -0.12320
C -0.84147 -1.18141 -3.44628
C -0.39888 -3.04730 2.41110
C 0.50193 -2.02770 2.08576
C 0.84680 -1.08281 3.03805
C -0.98697 -2.99385 3.64753
C 1.20727 0.47903 -4.31478
C -4.41445 0.67733 0.75326
C 3.58017 2.63623 2.89036
C 1.82196 -4.12576 -1.34838
C 0.06783 -5.09692 -2.64120
C 5.71437 -3.43197 2.00902
C -0.72204 -1.97965 4.55468
C -1.13160 1.62967 -3.02989
C -4.04826 2.08373 1.29909
C -5.68758 0.81626 -0.11487
C 3.28867 1.89991 1.74394
C 3.27386 -2.58934 1.04211
C 0.20071 -0.98450 4.25478
C -4.60523 -0.33203 1.92646
C 1.01043 2.21985 2.12108
C 0.89681 -3.32484 -0.71096
C 1.41117 -5.03094 -2.31246
C 4.47653 -2.31357 0.34727
C -3.08658 3.66000 -3.18583
C -1.94612 3.85591 -2.42723
C 5.65915 -2.74922 0.81844
C -0.97257 2.86208 -2.35147
C -3.21302 2.41725 -3.88090
C 2.53393 3.11394 3.65455
C 1.72256 4.03931 -2.45281
C -2.27541 1.44069 -3.81152
C 1.24528 2.97108 3.26312
H 0.58034 0.57037 -5.21378
H -5.60451 1.58411 -0.87341
H -3.25630 2.00149 2.05865
H 0.39014 3.41893 3.77462
H 4.36497 -1.77366 -0.61166
H 4.07627 1.45381 1.13997
H -1.81909 4.78592 -1.89134
H -1.67338 -1.41916 -2.79993
H 1.68889 -0.45681 2.75340
H -0.20924 5.35160 -0.68903
H 2.66087 4.16717 -1.87870
H 2.06797 -5.75981 -2.70280
H -1.72621 -3.70637 3.90481
H -0.28623 -5.84109 -3.35629
H 1.93052 3.44808 -3.33314
H 1.34661 5.00044 -2.76245
H -2.43285 0.51546 -4.31409
H -0.85104 3.95842 0.34830
H -0.67038 -3.84833 1.72911
H 2.85126 -4.10367 -1.07791
H 2.74452 3.70468 4.50739
H -0.14820 -2.02977 -3.44157
H -5.25672 0.10022 2.64052
H 0.89454 4.54798 0.44698
H 6.57010 -2.54051 0.29581
H 2.45080 -3.61154 2.79170
H -4.10325 2.34877 -4.48185
H 4.52214 -4.32019 3.58921
H -5.11663 -1.24434 1.53843
H 1.88474 -0.36396 -4.48853
H -1.22600 -1.96478 5.52683
H -3.58050 2.65646 0.49928
H -4.90057 2.60788 1.66852
H 4.59782 2.88091 3.17598
H -5.93694 -0.14093 -0.65465
H 0.45987 -0.23519 4.96982
H -1.10114 -1.01775 -4.49127
H -3.83542 4.39673 -3.25618
H 6.67320 -3.78458 2.36205
H -3.64258 -0.60581 2.37996
H -6.49819 1.07830 0.57082
H -1.20264 -2.83072 -0.48479
H 1.91567 1.31519 -4.18364
H -1.92965 -4.42608 -2.25595
```

Calculated values
Max |F| (eV Å⁻¹): 3.28
E (hartree): -5341.2375
Charge: +1
HOMO energy (Ha): -0.403
Energy above the lowest of the compared OMol25 structures with the same formula, charge and spin (kcal per mole): 3.4

Here are the Mulliken charges for atoms 1 to 8, given in e: number 1, In, carries 1.57; number 2, As, carries 0.93; number 3, Cl, carries -0.53; number 4, P, carries 1.28; number 5, P, carries 1.41; number 6, O, carries -0.08; number 7, O, carries -0.84; number 8, N, carries 0.58

DFT (wB97M-V/def2-TZVPD) results for 6 unconnected molecules or ions with the total composition C39H44B3ClF5NO4 at a distorted geometry.

```
97
C39H44B3ClF5NO4, DFT wB97M-V/def2-TZVPD
Cl 3.15367 0.24835 1.73876
F 4.23902 0.32042 -5.25769
F 6.69512 6.50857 -5.16732
F -5.40604 -6.10288 -0.52432
F 8.87023 3.28196 -0.84850
F -11.64380 -1.67164 5.50593
O -5.20258 -3.51082 2.66732
O -3.32061 2.25183 0.05476
O -1.53770 1.47499 1.70772
O -0.78337 2.89392 -0.24615
N -3.18588 -2.14095 2.71240
C -3.86144 -3.48927 2.45132
C 6.60065 0.75490 0.42213
C 7.17306 2.00194 0.17254
C -7.56843 -6.92203 -0.98750
C -10.21372 -1.30564 3.66681
C 8.32362 2.08363 -0.60388
C 9.65468 6.43203 -2.31014
C 3.71438 3.81515 -4.44179
C 4.90047 4.36813 -4.93084
C 8.53574 7.24920 -2.13127
C -8.97539 -1.50161 3.05548
C -9.32938 -6.56167 0.62688
C 8.91610 0.94103 -1.13028
C 7.19073 -0.39821 -0.09756
C -8.25080 -2.82470 4.94953
C -2.11647 -2.24220 3.77744
C -9.48510 -2.61920 5.56542
C 0.65830 0.60073 0.42556
C -8.43464 -5.88683 1.45873
C -6.68344 -6.25253 -0.14951
C 4.45436 1.63832 -5.15100
C 7.65856 6.48357 -4.23685
C 5.64030 2.17933 -5.63493
C -8.89735 -7.08256 -0.59533
C 2.88771 0.97107 -1.00009
C 3.48836 2.44363 -4.55772
C 5.86177 3.55221 -5.52927
C -10.45610 -1.86423 4.91697
C -2.67313 -1.56051 1.41311
C 2.17757 1.26631 0.47953
C 8.76579 5.66274 -4.42012
C -1.34120 -0.81201 4.09634
C -3.60402 -0.25868 1.05774
C 8.35023 -0.30734 -0.87156
C 7.53530 7.27878 -3.10278
C -3.03655 -4.82830 1.88858
C -7.99613 -2.26396 3.69708
C -7.10337 -5.73627 1.07133
C 9.77163 5.64133 -3.45427
B -0.54553 1.70847 0.60087
B -2.79458 1.16993 0.95957
B -2.18475 2.82791 -0.71365
H -10.98930 -0.72347 3.17998
H -4.39614 -0.13582 1.93972
H 6.66311 7.91347 -2.98496
H -9.59531 -7.61122 -1.23979
H -9.69673 -3.04025 6.54270
H 10.43687 6.41264 -1.55426
H -7.48857 -3.42109 5.44512
H -7.03201 -2.42027 3.21791
H 3.93490 1.50076 -1.05848
H 3.02101 -0.20310 -1.06410
H -2.90364 -2.37258 0.56925
H 6.38067 1.52919 -6.08913
H 0.58845 -0.15146 1.34458
H 9.81171 1.03182 -1.73617
H -7.21681 -7.31255 -1.93687
H 5.07440 5.43856 -4.84423
H -3.67769 -5.80727 1.91439
H 2.96880 4.45224 -3.97257
H 6.74718 -1.37171 0.10026
H -1.51842 -1.37643 1.37009
H 2.17224 2.41095 0.73967
H 6.73262 2.90762 0.57613
H -2.83381 -4.60423 0.73374
H -0.42134 -0.76457 3.33689
H 0.59152 -0.04151 -0.55159
H 8.81018 -1.20735 -1.27203
H 2.56958 1.99762 -4.19118
H -2.68357 -2.51984 4.79058
H -2.06388 0.12295 3.95545
H 10.64538 5.00922 -3.59325
H -4.20046 -0.41795 0.04348
H -1.97159 -4.93964 2.37813
H 2.13147 1.34982 -1.82824
H -1.35404 -3.14431 3.60930
H 8.83627 5.04780 -5.31120
H -0.83837 -0.82229 5.17400
H -8.77322 -1.06262 2.08164
H 8.44510 7.86128 -1.23735
H -10.36703 -6.68322 0.93033
H -8.77416 -5.47870 2.40765
H -6.39240 -5.22233 1.70969
H 5.69591 0.68205 1.02083
H 6.78235 3.98546 -5.91286
H -2.43708 3.29597 -1.77878
```

Calculated values
Max |F| (eV Å⁻¹): 8.70
SMILES: CCN(CCB1OBOB(C[C@H](C)Cl)O1)C(C)=O.Fc1ccccc1.Fc1ccccc1.Fc1ccccc1.Fc1ccccc1.Fc1ccccc1
E (hartree): -2902.3195
HOMO energy (Ha): -0.328
Energy above the lowest of the compared OMol25 structures with the same formula, charge and spin (kcal per mole): 159.1

Here are the Mulliken charges for atoms 1 to 8, given in e: number 1, Cl, carries -0.30; number 2, F, carries -0.32; number 3, F, carries -0.36; number 4, F, carries -0.28; number 5, F, carries -0.25; number 6, F, carries -0.32; number 7, O, carries -0.48; number 8, O, carries -0.50